Density functional theory data (ωB97M-V with the def2-TZVPD basis set) for C29H27F3N2OS in the gas phase in a non-equilibrium geometry.

Cartesian coordinates (Å):
F -1.73787 0.91844 4.17584
C -1.60692 -0.16762 3.35868
F -1.65481 -1.27974 4.15460
F -2.73730 -0.20175 2.57499
C -0.33899 -0.11588 2.54780
C 0.27976 -1.31942 2.22707
C 1.42911 -1.28974 1.44462
C 1.91282 -0.07558 0.91844
S 3.06486 -0.22366 -0.41891
C 1.26937 1.13007 1.26848
C 0.13587 1.11227 2.08633
H -0.13183 -2.27314 2.55126
H 1.91474 -2.21673 1.14721
H 1.62469 2.06381 0.83055
H -0.38391 2.03525 2.33666
C 2.90964 -6.07536 3.99895
C 3.92239 -5.53310 3.02415
C 3.48553 -4.99840 1.80402
C 4.40160 -4.48082 0.87650
C 3.93523 -3.83369 -0.38858
C 5.76233 -4.53784 1.19226
N 6.71349 -4.05039 0.24868
C 6.87791 -2.74663 -0.10933
C 6.24283 -1.63087 0.64888
C 5.66929 -0.61770 -0.15376
C 4.65803 0.37309 0.23289
C 4.95023 1.67530 -0.53398
C 5.17835 2.89374 0.11451
C 5.41557 4.04191 -0.65616
C 5.49996 3.95531 -2.04953
C 5.32062 2.71852 -2.68243
C 5.01511 1.58787 -1.92259
O 6.21952 -1.68616 1.90366
N 7.81921 -2.72247 -1.06675
C 8.32152 -1.55418 -1.77010
C 8.22247 -4.02253 -1.35325
C 7.54865 -4.84441 -0.53551
C 6.23064 -5.03287 2.40837
C 7.67442 -4.90607 2.76826
C 5.29256 -5.54330 3.31856
H 3.41450 -6.43983 4.90164
H 2.19020 -5.28852 4.27232
H 2.33532 -6.90609 3.56126
H 2.41498 -4.97033 1.56902
H 4.54456 -4.12497 -1.25323
H 2.89223 -4.10976 -0.58353
H 3.95409 -2.73527 -0.29812
H 5.87288 -0.69778 -1.22408
H 4.55934 0.49662 1.31992
H 5.16655 2.91419 1.20970
H 5.57270 4.99865 -0.15867
H 5.71749 4.84018 -2.64941
H 5.40942 2.61872 -3.76329
H 4.83266 0.63407 -2.43076
H 9.29731 -1.80821 -2.19614
H 7.66065 -1.28306 -2.60650
H 8.42334 -0.71016 -1.07694
H 8.96990 -4.22197 -2.09480
H 7.56521 -5.91101 -0.43796
H 7.83650 -5.35686 3.75263
H 8.32832 -5.41177 2.04690
H 7.96590 -3.84889 2.84582
H 5.63300 -5.94127 4.28032

HOMO   -6.68 eV
Orbital gap   7.08 eV
Energy relative to the best compared isomer or geometry (same formula, charge and spin)   0.0 kcal per mole



Density functional theory data (ωB97M-V with the def2-TZVPD basis set) for a molecular structure, C29H27N9O3S2Sc.

Cartesian coordinates (Å):
Sc -0.03049 0.74585 -0.53510
C 2.13966 3.02604 -1.65406
O 2.07941 1.71290 -1.10520
C 3.09799 1.32494 -0.26447
C 4.24271 2.06502 -0.02853
C 5.21368 1.53960 0.81630
C 5.03661 0.30309 1.41745
C 3.88439 -0.42781 1.18344
C 2.90816 0.07892 0.33705
N 1.66917 -0.56446 0.05165
N 1.63093 -1.76743 0.45475
C 0.53692 -2.55642 0.30109
C -0.58088 -2.22409 -0.50184
O -0.71623 -1.05984 -1.04186
C -1.55232 -3.23052 -0.79844
C -1.44704 -4.46566 -0.25334
C -0.36999 -4.82591 0.61351
C -0.29716 -6.11646 1.17172
C 0.75061 -6.46714 1.98168
C 1.75614 -5.52765 2.25148
C 1.70373 -4.26273 1.72098
C 0.63784 -3.88006 0.88634
H 3.01583 3.12700 -2.29559
H 2.15764 3.76957 -0.85647
H 1.23558 3.14614 -2.24414
H 4.38961 3.03088 -0.48942
H 6.11465 2.10793 1.00217
H 5.79413 -0.09157 2.08040
H 3.72710 -1.38601 1.65383
H -2.36977 -2.95167 -1.44964
H -2.19639 -5.21838 -0.47240
H -1.08219 -6.82798 0.94603
H 0.80448 -7.45841 2.41043
H 2.58677 -5.80406 2.88789
H 2.48328 -3.54962 1.94254
O 0.19594 2.43831 0.64064
N -0.23622 2.70266 1.87261
C -0.21936 3.99690 2.26592
C -0.63536 4.35085 3.51700
C -1.07161 3.33929 4.38304
C -1.06846 2.03720 3.96517
C -0.63896 1.68304 2.67126
S -0.56866 0.09311 2.07328
H 0.14608 4.67446 1.51004
H -0.61789 5.38882 3.81156
H -1.40866 3.58537 5.38058
H -1.39165 1.23739 4.61509
N -2.45567 2.97420 -3.55131
C -2.96315 3.70917 -2.50118
C -2.28893 3.29688 -1.39489
N -1.37976 2.33251 -1.74494
C -1.50435 2.16323 -3.04494
C -0.61519 1.21475 -3.68712
N 0.28850 0.62674 -2.93481
C 0.99491 -0.20613 -3.76139
C 0.51141 -0.10465 -5.02950
N -0.52255 0.80471 -4.97040
H -2.75230 3.04426 -4.50807
H -3.74835 4.42982 -2.64047
H -2.41416 3.60959 -0.37284
H 1.79373 -0.82564 -3.39112
H 0.79296 -0.58296 -5.95026
H -1.09663 1.08728 -5.74362
N -3.42532 -1.24929 1.60155
C -4.10067 -0.70956 0.58628
N -5.24724 -1.31228 0.21891
S -3.54255 0.65149 -0.22857
H -3.73717 -2.08384 2.06731
H -2.54789 -0.83792 1.86074
H -5.69488 -2.00228 0.79866
H -5.78450 -0.87153 -0.50443

Total charge   +1
HOMO   -9.67 eV
Orbital gap   6.85 eV
Energy relative to the best compared isomer or geometry (same formula, charge and spin)   6.3 kcal per mole



Density functional theory data (ωB97M-V with the def2-TZVPD basis set) for a molecular structure, C29H28BrClF4P3V in a non-equilibrium geometry.

Cartesian coordinates (Å):
V -1.12222 -0.10183 0.08176
C -4.67937 -0.93213 -0.65037
P -3.08781 -0.23214 -1.21230
C -3.64664 1.30444 -2.05636
C -2.58789 -1.32547 -2.59200
C -3.43324 -2.25326 -3.19012
C -2.94363 -3.12211 -4.15541
C -1.61139 -3.06816 -4.53073
C -0.76392 -2.13459 -3.95009
C -1.24155 -1.26450 -2.97709
P -0.21532 -0.00285 -2.13052
C -0.08717 1.25953 -3.45676
C 1.46987 -0.71365 -2.16947
H -4.55206 -1.98351 -0.39291
H -5.44415 -0.83191 -1.42037
H -5.00351 -0.39401 0.24069
H -4.09845 1.07167 -3.01949
H -2.80493 1.98082 -2.20266
H -4.37730 1.80398 -1.41855
H -4.47446 -2.31537 -2.90256
H -3.60424 -3.84800 -4.61159
H -1.22879 -3.75269 -5.27624
H 0.27435 -2.10348 -4.25449
H 0.37221 0.79670 -4.32879
H 0.52988 2.09497 -3.12300
H -1.07503 1.62918 -3.72506
H 1.78381 -0.95671 -3.18455
H 1.49014 -1.61156 -1.55156
H 2.16824 0.01382 -1.75429
F -1.26174 2.18812 6.45830
C -0.72837 1.80836 5.31160
C 0.51648 1.20756 5.28140
F 1.18925 1.03218 6.40629
C 1.06424 0.79954 4.07197
F 2.29882 0.29932 4.11000
C 0.38556 0.94508 2.86925
P 0.90386 0.34216 1.18761
C 1.85427 1.82784 0.69896
C 2.97234 2.23140 1.42987
C 3.60074 3.42699 1.12352
C 3.11922 4.23047 0.09821
C 2.02013 3.82693 -0.64329
C 1.39227 2.62607 -0.34440
C 2.14251 -0.94570 1.49316
C 3.39028 -0.93072 0.87783
C 4.24891 -2.01076 1.02418
C 3.85804 -3.11821 1.76017
C 2.60587 -3.14730 2.35957
C 1.75170 -2.06768 2.22556
C -0.84076 1.59970 2.93342
Br -1.80902 1.96258 1.32512
C -1.39959 2.02762 4.11854
F -2.57836 2.64374 4.12903
H 3.34983 1.60992 2.23325
H 4.46950 3.73913 1.68846
H 3.59815 5.17551 -0.12130
H 1.64454 4.44514 -1.44868
H 0.53402 2.30574 -0.92025
H 3.70045 -0.06963 0.29875
H 5.22658 -1.98819 0.56087
H 4.52756 -3.96094 1.87044
H 2.29067 -4.01188 2.92886
H 0.78531 -2.08354 2.71678
Cl -1.03755 -2.36611 0.23560
C -1.75743 -1.38533 1.50642
H -1.22784 -1.56817 2.44086
H -2.80590 -1.65413 1.61896

Multiplicity   2
Total charge   +1
HOMO (alpha / beta)   -10.29 / -9.73 eV
Orbital gap (alpha / beta)   7.33 / 6.92 eV



Density functional theory data (ωB97M-V with the def2-TZVPD basis set) for a molecular structure, C29H28GaN6O5S in a non-equilibrium geometry.

Cartesian coordinates (Å):
Ga -0.31822 0.71310 1.71643
O -1.21372 -4.42650 0.36903
C -0.08962 -4.49620 1.08873
C 0.38068 -5.77130 1.41143
C 1.52748 -5.93590 2.15433
C 2.26428 -4.82880 2.55863
C 1.81598 -3.56630 2.24563
C 0.62628 -3.36730 1.53683
C 0.09068 -2.01210 1.40373
O 0.77028 -0.99540 1.83853
N -1.12102 -1.89300 0.91353
N -1.61842 -0.64730 1.05923
C -2.83272 -0.39000 0.70113
C -3.49342 0.84090 0.96703
C -4.80082 1.00190 0.47233
C -5.54002 2.12640 0.73563
C -4.97342 3.13990 1.50613
C -3.70352 3.00680 2.01723
C -2.92882 1.86270 1.77453
O -1.74312 1.77770 2.35363
H -1.50592 -3.48870 0.32323
H -0.20262 -6.61490 1.08003
H 1.85728 -6.92580 2.42913
H 3.17268 -4.96040 3.12483
H 2.36288 -2.69300 2.56543
H -3.41012 -1.18280 0.22543
H -5.21112 0.21260 -0.13957
H -6.54142 2.22490 0.34713
H -5.53852 4.03540 1.70773
H -3.26332 3.79090 2.61353
N -0.18042 0.51790 4.12843
N 1.14748 0.33400 4.52853
C 2.12508 0.77680 3.72503
N 3.39508 0.48890 4.02213
S 1.78168 1.80790 2.43403
H -0.52022 1.45630 4.36533
H -0.80562 -0.17220 4.53553
H 1.35078 -0.34000 5.25813
H 3.65988 -0.11660 4.78333
H 4.11208 0.89730 3.44403
C 2.25808 -2.21180 -5.13917
O 1.73498 -1.59760 -3.97747
C 0.72058 -0.70120 -4.11367
C -0.00652 -0.49370 -5.27637
C -1.00122 0.46880 -5.30577
C -1.28512 1.22100 -4.18087
C -0.55832 1.03920 -3.01497
C 0.45778 0.09710 -2.97357
N 1.37818 -0.12460 -1.92297
C 2.12078 0.73460 -1.27957
C 1.81148 2.11410 -1.10397
C 2.73398 3.12710 -1.40247
C 2.38548 4.44690 -1.27127
C 1.12848 4.78740 -0.76487
C 0.24578 3.80940 -0.36947
C 0.56588 2.45020 -0.50297
O -0.19482 1.49550 -0.01617
H 1.49138 -2.75510 -5.69567
H 3.01028 -2.91310 -4.78117
H 2.72398 -1.46310 -5.78797
H 0.18748 -1.08520 -6.15777
H -1.56132 0.61780 -6.21527
H -2.07202 1.95560 -4.20827
H -0.81732 1.60760 -2.14197
H 1.68788 -1.09660 -1.92317
H 3.03598 0.33760 -0.84987
H 3.69638 2.85280 -1.80717
H 3.08418 5.21180 -1.56587
H 0.86158 5.82790 -0.65517
H -0.70852 4.05150 0.07993

Total charge   +1
HOMO   -9.97 eV
Orbital gap   6.59 eV
Energy relative to the best compared isomer or geometry (same formula, charge and spin)   17.3 kcal per mole



| no. | total energy (eV) |
| --- | --- |
| 1 | -54526.2114 |
| 2 | -92435.6260 |
| 3 | -177509.7421 |
| 4 | -112913.3405 |